The following is a DFT calculation (ωB97M-V/def2-TZVPD) of a molecular structure, C19H19CrF2N at a distorted geometry.

The geometry in XYZ format:
```
42
Properties=species:S:1:pos:R:3:forces:R:3
Cr 0.009 -0.527 -0.139 -2.213 3.462 -0.102
F 0.615 0.539 5.025 0.250 0.456 -0.915
F 0.853 4.419 2.342 -0.247 -1.165 0.068
N -0.136 -1.648 1.390 -0.223 -0.919 0.870
C 0.942 1.280 -3.284 0.378 0.765 -0.951
C -0.060 -1.969 3.735 -0.013 -0.083 0.229
C 0.392 2.316 1.277 0.444 0.630 1.085
C -0.436 -3.300 3.558 -0.020 0.444 -0.220
C 1.685 -0.007 -2.856 0.121 0.115 0.694
C -0.675 -3.778 2.264 0.064 -0.229 -0.179
C -0.506 -2.925 1.184 0.251 0.194 1.120
C 0.296 0.929 1.356 0.253 -0.545 -0.239
C -2.002 1.041 -2.448 -0.275 -0.557 -0.215
C 0.638 1.108 3.765 -0.590 -0.707 -0.191
C 0.394 0.302 2.617 0.160 0.957 1.088
C 0.272 2.052 -2.178 0.353 -0.621 0.718
C -1.467 -0.279 -3.070 -0.806 0.055 -0.288
C 0.877 -1.089 -2.100 0.397 -1.588 -1.077
C -0.968 1.848 -1.720 0.008 -0.320 0.234
C 0.800 2.483 3.699 -0.057 -0.433 -0.051
C 0.111 -1.133 2.633 -0.559 -0.656 -0.434
C 0.675 3.052 2.438 0.030 0.470 -0.646
C -0.630 -1.096 -2.131 0.165 -0.774 1.371
H -0.981 -0.090 -4.044 -0.411 -0.254 0.437
H 1.254 -1.135 -0.963 1.704 -0.191 -1.649
H -1.262 2.193 -0.720 0.028 0.524 -0.698
H -0.566 -3.939 4.434 -0.008 0.145 -0.344
H 0.267 1.103 -4.134 0.459 0.157 0.389
H -1.002 -4.795 2.081 0.078 0.052 0.115
H -2.355 -0.898 -3.293 0.260 0.316 -0.084
H -1.033 -2.110 -1.988 0.322 0.154 -0.462
H 0.053 -1.526 4.718 0.096 -0.343 -0.107
H -0.655 -3.204 0.137 -0.094 -0.066 0.424
H -2.487 1.656 -3.228 0.144 -0.072 0.243
H -2.792 0.758 -1.734 0.220 0.138 -0.216
H 1.735 1.949 -3.651 -0.145 -0.213 -0.198
H 2.465 0.305 -2.147 0.077 0.057 -0.295
H 0.947 2.746 -1.666 -0.234 -0.336 0.175
H 2.222 -0.440 -3.720 -0.465 0.165 0.281
H 0.269 2.844 0.340 0.191 0.069 0.181
H 1.267 -2.103 -2.376 -0.071 0.818 0.109
H 0.973 3.065 4.600 -0.022 -0.068 -0.272
```
Positions in Å, forces in eV/Å.

- Molar mass: 351.36 g mol⁻¹
- Gap between HOMO and LUMO (spin up / spin down): 5.98 / 7.18 eV
- HOMO energy (spin up / spin down): -5.920 / -7.455 eV
- Multiplicity: 5